Entry from the Open Molecules 2025 dataset: the ion C10H21FNO2 with charge +1 (ωB97M-V/def2-TZVPD).

Results
SMILES string: CCCO[C@H]1COC[C@@H](CCCF)[NH2+]1
HOMO-LUMO gap: 11.19 eV

The geometry in ORCA input format:
```
! RIJCOSX wB97M-V def2-TZVPD def2/J DEFGRID3
* xyz 1 1
C 5.24370 1.26612 -0.20412
C 4.05155 0.31435 -0.40277
C 2.82721 0.76191 0.39182
O 2.05535 -0.35511 0.87635
C 1.06640 -0.81182 0.04673
C 0.67315 -2.23740 0.45897
O -0.62905 -2.28216 0.99449
C -1.56082 -1.92901 -0.00428
C -1.47621 -0.41813 -0.27192
C -2.60930 0.38282 0.39762
C -3.71547 0.73082 -0.60132
C -4.98962 1.17972 0.08360
F -5.99569 1.21978 -0.85885
N -0.14526 0.10244 0.19968
H 4.90652 2.26098 0.08281
H 5.91463 0.89209 0.56460
H 5.82320 1.37327 -1.11643
H 3.81985 0.21067 -1.46116
H 4.31679 -0.67445 -0.02965
H 2.20408 1.43956 -0.20054
H 3.14232 1.31447 1.27413
H 1.36264 -0.78077 -1.00575
H 0.75537 -2.90980 -0.39767
H 1.36420 -2.56081 1.23205
H -1.38323 -2.51334 -0.91115
H -2.54934 -2.18981 0.36406
H -1.54371 -0.24487 -1.34539
H -2.21662 1.30003 0.84676
H -3.02397 -0.19449 1.22515
H -3.37424 1.52952 -1.25967
H -3.95985 -0.14231 -1.20772
H -5.29806 0.48494 0.86408
H -4.90227 2.18182 0.50096
H 0.04458 0.95765 -0.31709
H -0.19884 0.34132 1.19162
*
```

Here are the natural (NBO) charges for atoms 1 to 6, given in e: -0.61 -0.44 -0.07 -0.51 0.24 -0.11

Entry from the Open Molecules 2025 dataset: a structure of composition C25H42Cl3MnN4O3Si in a non-equilibrium geometry (ωB97M-V/def2-TZVPD).

Results
HOMO-LUMO gap (alpha / beta): 5.40 / 7.43 eV
relative energy (zero: lowest compared OMol25 entry of this formula, charge and spin): 24.8 kJ/mol
⟨S²⟩: 8.756

The geometry in ORCA input format:
```
! RIJCOSX wB97M-V def2-TZVPD def2/J DEFGRID3
* xyz -1 6
C -2.19634 2.84216 0.27148
C -2.24078 2.04030 1.53451
H -3.17899 3.25112 0.02523
H -1.83517 2.23166 -0.57100
H -1.50936 3.69701 0.37157
C -3.31951 1.90340 2.32360
C -4.65913 2.52468 2.10283
H -3.24622 1.31267 3.24070
H -4.76184 3.02862 1.13421
H -4.86689 3.26417 2.88898
H -5.44933 1.76582 2.18835
Mn 0.47123 -0.26931 -0.27431
Cl 1.78608 1.47856 0.02314
Cl -0.65091 0.35668 -2.21854
H 4.98177 -2.91791 -2.23084
H 5.74421 -0.78372 -3.13513
C 3.94728 -2.72159 -2.53431
C 4.72526 -0.54767 -3.46457
N 3.75490 -1.28234 -2.65655
H 3.24517 -3.11202 -1.79785
C 2.73730 -0.69155 -2.04694
O 1.90908 -1.32273 -1.33013
H 4.55205 0.52769 -3.36154
H 2.64847 0.39397 -2.16678
H 3.77917 -3.20310 -3.50589
H 4.63885 -0.81952 -4.52600
H -3.32242 0.16118 -0.35115
H -3.98036 -1.46044 1.85340
C -3.31282 -0.81641 -0.85949
C -3.91627 -2.22388 1.06249
N -2.92042 -1.87084 0.06176
H -2.60847 -0.76797 -1.70201
C -1.69906 -2.42150 0.12466
O -0.64249 -1.98521 -0.39646
H -3.63974 -3.18240 1.50887
H -1.66325 -3.36322 0.71266
H -4.33462 -1.02392 -1.20834
H -4.89949 -2.30492 0.58842
O -0.83142 0.21432 1.03705
C -0.93617 1.32063 1.85070
C -1.49910 -0.24660 3.71762
C -0.74729 0.83971 3.28066
H -2.24053 -0.68812 3.03377
C -1.34450 -0.71909 5.02422
H -0.13953 2.03185 1.60679
C 0.18462 1.45612 4.12132
H -1.94646 -1.57336 5.35510
C -0.44924 -0.07499 5.88969
C 0.30552 1.01522 5.44007
H 0.76691 2.27628 3.71254
H -0.35313 -0.43565 6.91718
H 0.98188 1.53426 6.12005
Si -0.30233 2.06963 -5.10354
Cl -1.62323 2.93732 -3.71652
C -0.70564 0.27670 -5.45537
C 1.42965 2.18299 -4.40491
C -0.49418 3.13324 -6.64101
H -0.83274 -0.27663 -4.50766
H 0.12806 -0.18311 -6.01072
H -1.62688 0.17843 -6.05466
H -1.47273 2.98204 -7.11625
H 0.27547 2.91073 -7.39313
H -0.41693 4.20089 -6.40409
H 1.46390 1.72365 -3.40749
H 1.73889 3.23142 -4.30851
H 2.12255 1.64730 -5.07106
N 0.41677 -2.38086 2.69880
C 1.73593 -2.10503 2.70166
C 2.58100 -2.70211 3.67731
C 3.92526 -2.36204 3.66839
C 4.38600 -1.48933 2.67245
C 3.47904 -1.00370 1.72434
N 2.17837 -1.28786 1.72703
H -0.17094 -1.81017 2.10350
H 0.00777 -2.84308 3.49880
H 2.11707 -3.38157 4.39044
H 4.59858 -2.76664 4.42254
H 5.42963 -1.18616 2.59658
H 3.81320 -0.33415 0.92729
*
```

Here are the Löwdin charges for atoms 1 to 6, given in e: -0.05 -0.22 0.06 0.03 0.09 -0.13

Entry from the Open Molecules 2025 dataset: a structure of composition C5H11OP in a non-equilibrium geometry (ωB97M-V/def2-TZVPD).

Results
HOMO-LUMO gap: 10.02 eV
relative energy (zero: lowest compared OMol25 entry of this formula, charge and spin): 239.4 kJ/mol

The geometry in ORCA input format:
```
! RIJCOSX wB97M-V def2-TZVPD def2/J DEFGRID3
* xyz 0 1
C 0.65368 -0.90511 0.52459
C -0.05210 -0.10585 -0.31727
C 2.91708 -0.27822 -0.50079
C -2.88354 1.64461 0.15207
C 2.17510 -1.12692 0.45554
O -2.97764 -1.03394 0.82734
P -2.38011 -0.10911 -0.14257
H 0.16609 -1.35559 1.36788
H 0.06441 0.63574 -1.15725
H 2.47627 -0.25968 -1.55402
H 2.95399 0.77861 -0.25288
H 3.87901 -0.66112 -0.43969
H -3.98588 1.82434 0.38182
H -2.43791 1.90502 1.05869
H -2.57074 2.20038 -0.78676
H 2.42516 -0.61572 1.38391
H 2.50406 -2.16086 0.48369
H -2.92693 -0.37656 -1.48430
*
```

Here are the natural (NBO) charges for atoms 1 to 6, given in e: -0.20 -0.41 -0.60 -1.00 -0.44 -1.09

Entry from the Open Molecules 2025 dataset: the molecule C6H7NO2S in a non-equilibrium geometry (ωB97M-V/def2-TZVPD).

Results
SMILES string: NS(=O)(=O)c1ccccc1
HOMO-LUMO gap: 9.88 eV
relative energy (zero: lowest compared OMol25 entry of this formula, charge and spin): 358.9 kJ/mol

The geometry in ORCA input format:
```
! RIJCOSX wB97M-V def2-TZVPD def2/J DEFGRID3
* xyz 0 1
N 2.50192 1.26558 -0.34049
S 1.99643 -0.29644 0.12535
O 2.30772 -1.19945 -1.03311
O 2.54680 -0.69241 1.43180
C 0.25806 -0.26876 0.11483
C -0.45015 -1.47546 0.00267
C -1.85501 -1.42876 -0.02302
C -2.52262 -0.14639 0.11225
C -1.89627 1.00717 0.12868
C -0.44274 1.05582 0.12672
H 2.79308 1.26106 -1.30289
H 2.89190 1.52148 0.40173
H 0.28475 -2.38372 0.07958
H -2.39895 -2.25008 -0.01412
H -3.51693 0.03415 -0.00238
H -2.47640 2.10577 -0.00949
H -0.02158 1.89043 0.20190
*
```

Here are the natural (NBO) charges for atoms 1 to 6, given in e: -1.02 2.21 -0.95 -0.90 -0.35 -0.18

Entry from the Open Molecules 2025 dataset: a structure of composition C3H4N2O in a non-equilibrium geometry (ωB97M-V/def2-TZVPD).

Results
HOMO-LUMO gap: 8.17 eV
relative energy (zero: lowest compared OMol25 entry of this formula, charge and spin): 351.2 kJ/mol

The geometry in ORCA input format:
```
! RIJCOSX wB97M-V def2-TZVPD def2/J DEFGRID3
* xyz 0 1
N 1.70389 -0.30817 0.23512
C 0.38407 -0.08872 0.25218
C -0.23081 1.16437 0.03950
O -1.66383 0.80768 0.25621
C -1.56961 -0.45334 -0.03562
N -0.50918 -1.13507 0.33001
H 2.29280 0.50382 0.29731
H 2.07742 -1.21397 0.46527
H -0.25212 1.49824 -1.00826
H -2.23263 -0.77485 -0.83171
*
```

Here are the natural (NBO) charges for atoms 1 to 6, given in e: -0.76 0.37 -0.31 -0.46 0.51 -0.55

Entry from the Open Molecules 2025 dataset: a structure of composition C30H19Br4N2O4S3Se2Te3Y (ωB97M-V/def2-TZVPD).

Results
HOMO-LUMO gap: 5.32 eV
relative energy (zero: lowest compared OMol25 entry of this formula, charge and spin): 55.9 kJ/mol

The geometry in ORCA input format:
```
! RIJCOSX wB97M-V def2-TZVPD def2/J DEFGRID3
* xyz -2 1
Y 0.42140 2.57527 -1.37571
Br 5.50522 2.30212 3.78641
C 3.91093 2.68378 2.83463
C 2.92572 3.47760 3.39323
Br 3.14924 4.22681 5.12033
C 1.74426 3.72730 2.67448
Br 0.34059 4.79330 3.37050
C 1.51886 3.16793 1.42427
O 0.44055 3.35350 0.71207
C 2.54515 2.34606 0.84041
O 2.30483 1.84080 -0.33816
C 3.72071 2.13753 1.55457
Br 5.05024 1.10344 0.68958
Se -1.73833 3.50867 -3.17765
Te -2.07427 5.06004 -1.27881
Te 0.40411 6.39498 -1.12595
Se 1.90089 4.82023 -2.34640
S 1.46569 0.89276 -3.59693
C 0.21261 -0.25796 -3.76281
N -1.09131 0.09021 -3.84115
C -2.12727 -0.77096 -3.80995
C -1.89780 -2.11448 -3.79089
C -0.56428 -2.54934 -3.78285
C 0.46730 -1.64730 -3.78330
H -1.30341 1.08364 -3.73759
H -3.10441 -0.31642 -3.74173
H -2.72862 -2.80043 -3.73009
H -0.33824 -3.60870 -3.72980
H 1.49748 -1.96703 -3.72688
O -5.97930 1.59459 -2.06646
S -5.41216 0.81631 -0.99831
O -6.21291 -0.25818 -0.46680
N -3.92395 0.25573 -1.42945
C -2.98600 0.74998 -0.66808
S -1.34948 0.28866 -0.76213
C -3.46780 1.69600 0.39057
C -2.73423 2.36669 1.35423
C -3.42317 3.19395 2.23352
C -4.80359 3.34500 2.14892
C -5.53962 2.66816 1.18109
C -4.83867 1.85126 0.32020
H -1.65650 2.27006 1.40843
H -2.86197 3.74162 2.98042
H -5.31070 4.00232 2.84509
H -6.61447 2.77318 1.10884
Te 1.89670 -1.35368 -0.40594
C 0.95793 -3.22889 -0.72760
C -0.38485 -3.39635 -0.39336
C -1.03309 -4.59494 -0.66328
C -0.34766 -5.64125 -1.26628
C 0.98799 -5.48118 -1.61031
C 1.63360 -4.27842 -1.34763
C 2.87719 -1.82161 1.40438
C 3.77297 -2.87891 1.52035
C 4.44958 -3.09286 2.71306
C 4.25790 -2.23486 3.78847
C 3.37251 -1.17344 3.67350
C 2.66994 -0.97775 2.49190
H -0.92982 -2.57040 0.04822
H -2.07997 -4.70466 -0.40646
H -0.85458 -6.57705 -1.47110
H 1.52738 -6.28877 -2.09197
H 2.66730 -4.14417 -1.64508
H 3.95583 -3.52947 0.67300
H 5.14534 -3.92002 2.79612
H 4.80761 -2.38623 4.70971
H 3.22712 -0.48688 4.49848
H 1.97974 -0.14691 2.40794
*
```

Here are the natural (NBO) charges for atoms 1 to 6, given in e: 1.39 0.04 -0.16 -0.17 0.04 -0.18

Total energy readings, ordered: -698.4534; -4243.8904; -613.6102; -836.1273; -301.3534; -18701.3134 hartree
Molecular weight readings, ordered: 206.28; 636.02; 118.12; 157.19; 84.08; 1516.94 u